{
  "formula": "C20H26N2O3",
  "method": "ωB97M-V/def2-TZVPD",
  "relative_energy_kj_mol": 265.9,
  "largest_force_ev_per_a": 0.59,
  "gap_ev": 9.15,
  "e_homo_ev": -8.47,
  "e_lumo_ev": 0.7,
  "symbols": ["C", "O", "C", "C", "C", "C", "C", "N", "C", "C", "C", "O", "N", "C", "C", "C", "C", "C", "C", "C", "C", "C", "O", "C", "C", "H", "H", "H", "H", "H", "H", "H", "H", "H", "H", "H", "H", "H", "H", "H", "H", "H", "H", "H", "H", "H", "H", "H", "H", "H", "H"],
  "positions_angstrom": [[-6.541, -1.662, -0.728], [-5.181, -1.966, -0.537], [-4.360, -0.987, -0.063], [-4.755, 0.301, 0.260], [-3.807, 1.198, 0.729], [-2.480, 0.851, 0.889], [-1.461, 1.839, 1.386], [-0.454, 2.079, 0.366], [-0.996, 2.734, -0.804], [0.737, 2.752, 0.842], [1.945, 2.325, 0.004], [2.882, 3.055, -0.245], [1.846, 1.045, -0.390], [2.853, 0.369, -1.172], [2.180, -0.461, -2.268], [3.751, -0.510, -0.324], [4.956, -0.960, -0.850], [5.787, -1.779, -0.110], [5.426, -2.160, 1.172], [4.231, -1.711, 1.706], [3.398, -0.892, 0.963], [-2.084, -0.457, 0.559], [-0.764, -0.755, 0.731], [-0.341, -2.076, 0.489], [-3.023, -1.360, 0.091], [-6.997, -2.575, -1.109], [-6.675, -0.859, -1.460], [-7.027, -1.381, 0.212], [-5.778, 0.622, 0.155], [-4.118, 2.202, 0.979], [-1.971, 2.768, 1.696], [-0.954, 1.414, 2.256], [-0.210, 2.828, -1.552], [-1.805, 2.130, -1.213], [-1.386, 3.740, -0.580], [0.658, 3.850, 0.825], [0.946, 2.448, 1.871], [0.986, 0.564, -0.155], [3.470, 1.156, -1.625], [1.570, -1.242, -1.819], [2.927, -0.929, -2.902], [1.544, 0.173, -2.881], [5.249, -0.655, -1.845], [6.723, -2.117, -0.530], [6.076, -2.797, 1.753], [3.947, -1.996, 2.709], [2.477, -0.531, 1.396], [-0.864, -2.788, 1.135], [0.723, -2.099, 0.719], [-0.492, -2.362, -0.557], [-2.765, -2.372, -0.173]],
  "forces_ev_per_angstrom": [[-0.237, 0.064, -0.030], [0.401, 0.030, 0.096], [0.051, 0.133, 0.052], [-0.370, -0.245, -0.155], [0.297, -0.158, 0.047], [0.085, 0.160, 0.149], [0.038, -0.178, -0.024], [-0.069, 0.275, 0.297], [-0.007, -0.061, -0.053], [0.016, 0.072, -0.084], [-0.302, 0.153, 0.213], [0.258, 0.239, 0.014], [0.029, -0.532, -0.241], [0.091, 0.109, -0.124], [0.102, 0.239, 0.082], [0.040, 0.116, 0.026], [-0.057, -0.013, 0.029], [0.069, -0.030, -0.059], [0.041, -0.066, 0.086], [0.016, -0.095, 0.080], [-0.009, 0.029, -0.070], [-0.255, 0.099, -0.043], [-0.198, 0.236, 0.079], [0.065, -0.336, -0.028], [0.119, -0.197, -0.048], [-0.010, 0.090, 0.027], [0.008, -0.024, 0.042], [0.024, 0.001, -0.040], [-0.112, -0.014, -0.029], [0.007, 0.118, 0.027], [0.024, -0.070, 0.026], [-0.007, 0.117, 0.008], [-0.012, 0.032, -0.110], [-0.005, 0.053, -0.101], [0.005, 0.025, 0.004], [0.086, -0.100, -0.022], [-0.030, 0.018, -0.017], [-0.085, 0.127, -0.049], [-0.107, -0.150, 0.070], [-0.084, -0.134, 0.028], [0.039, -0.096, -0.049], [-0.063, 0.047, -0.075], [0.039, 0.046, -0.124], [0.077, -0.021, -0.032], [0.052, -0.045, 0.046], [-0.018, -0.020, 0.079], [-0.071, 0.062, 0.046], [0.008, 0.028, -0.028], [-0.063, -0.035, -0.040], [-0.002, 0.020, 0.042], [0.083, -0.118, -0.020]],
  "lowdin_charge": [-0.090, -0.081, -0.271, -0.026, -0.034, -0.163, -0.145, -0.239, -0.061, -0.101, -0.483, 0.062, 0.093, -0.308, -0.020, -0.178, -0.040, -0.084, -0.097, -0.083, -0.041, -0.213, -0.094, -0.075, 0.065, 0.093, 0.096, 0.095, 0.101, 0.116, 0.127, 0.128, 0.091, 0.088, 0.094, 0.132, 0.132, 0.119, 0.151, 0.071, 0.078, 0.082, 0.115, 0.102, 0.099, 0.101, 0.102, 0.101, 0.080, 0.097, 0.116]
}

---

{
  "formula": "C5H13NSi",
  "method": "ωB97M-V/def2-TZVPD",
  "relative_energy_kj_mol": 492.6,
  "largest_force_ev_per_a": 4.73,
  "gap_ev": [9.51, 6.27],
  "e_homo_ev": [-9.56, -7.67],
  "e_lumo_ev": [-0.1, -1.4],
  "symbols": ["C", "C", "C", "C", "C", "N", "Si", "H", "H", "H", "H", "H", "H", "H", "H", "H", "H", "H", "H", "H"],
  "positions_angstrom": [[-4.429, -0.275, -0.204], [-3.140, -0.160, -0.302], [3.357, -1.160, 0.103], [2.057, 1.623, -0.177], [-2.347, 0.545, 0.541], [0.482, -0.840, 0.721], [1.556, -0.162, -0.440], [-4.958, -0.772, -1.051], [-4.968, 0.312, 0.504], [-2.605, -0.799, -1.084], [2.845, -2.193, 0.083], [4.116, -1.191, -0.626], [3.701, -1.017, 1.107], [2.303, 1.928, 0.826], [2.929, 1.675, -0.928], [1.223, 2.306, -0.510], [-1.287, 0.578, 0.292], [-2.737, 1.171, 1.329], [0.754, -0.857, 1.665], [1.147, -0.712, -1.850]],
  "forces_ev_per_angstrom": [[-4.139, -0.669, -1.724], [3.917, -1.904, -1.654], [-4.474, -1.406, -0.650], [-0.857, 0.531, -2.656], [1.627, 1.029, 0.202], [-0.927, -0.498, -1.587], [3.094, -1.467, 0.644], [0.067, 0.295, 1.162], [-0.567, 0.126, 0.454], [-0.719, 1.082, 0.942], [1.114, 1.047, 0.139], [0.936, 0.260, -0.851], [0.143, 0.475, 0.445], [0.437, -0.308, 0.313], [-1.109, 0.484, 1.315], [0.983, -0.436, 0.101], [-0.284, 0.179, 0.502], [-0.035, -0.013, 0.132], [0.477, 0.242, 1.589], [0.316, 0.949, 1.183]],
  "lowdin_charge": [-0.021, -0.337, -0.187, -0.252, 0.005, -0.045, 0.475, 0.074, 0.054, 0.127, 0.016, -0.026, -0.008, 0.017, 0.050, 0.027, 0.004, 0.062, -0.027, -0.009]
}

---

{
  "formula": "C20H28N5O2",
  "method": "ωB97M-V/def2-TZVPD",
  "largest_force_ev_per_a": 9.04,
  "gap_ev": 5.44,
  "e_homo_ev": -9.94,
  "charge": 1,
  "e_lumo_ev": -4.5,
  "symbols": ["C", "C", "C", "N", "C", "C", "O", "C", "C", "N", "C", "O", "H", "H", "H", "H", "H", "H", "H", "H", "H", "H", "H", "H", "H", "N", "C", "C", "C", "C", "H", "H", "H", "H", "H", "N", "C", "C", "C", "C", "H", "H", "H", "H", "H", "N", "C", "C", "C", "C", "H", "H", "H", "H", "H"],
  "positions_angstrom": [[3.523, 2.469, 0.407], [2.775, 2.841, -0.804], [1.368, 3.614, -0.564], [0.200, 2.952, -1.265], [-1.048, 3.810, -1.211], [-1.660, 3.828, 0.293], [-2.022, 2.503, 0.761], [-0.797, 1.687, 0.753], [-0.123, 1.568, -0.720], [-1.055, 0.955, -1.752], [-1.122, -0.363, -1.552], [-1.655, -1.476, -1.289], [4.520, 2.967, 0.705], [3.058, 1.595, 1.019], [3.125, 2.573, -1.873], [1.501, 4.648, -1.085], [1.134, 3.805, 0.545], [0.421, 2.801, -2.274], [-1.866, 3.429, -1.947], [-0.765, 4.871, -1.601], [-0.931, 4.401, 0.974], [-2.654, 4.433, 0.228], [-0.091, 2.201, 1.525], [-0.965, 0.617, 1.135], [0.809, 0.903, -0.601], [5.025, -1.035, 0.675], [3.708, -1.380, 0.525], [3.543, -2.650, 1.023], [4.805, -3.085, 1.496], [5.700, -2.067, 1.271], [5.434, -0.158, 0.392], [3.004, -0.694, 0.077], [2.615, -3.204, 1.045], [5.034, -4.038, 1.951], [6.756, -1.989, 1.482], [-0.219, -1.205, 4.169], [-0.861, -0.974, 5.356], [-2.204, -1.194, 5.163], [-2.378, -1.578, 3.811], [-1.137, -1.579, 3.222], [0.773, -1.116, 4.016], [-0.309, -0.672, 6.234], [-2.975, -1.091, 5.913], [-3.309, -1.827, 3.321], [-0.827, -1.812, 2.213], [-3.580, -4.033, -3.812], [-4.158, -3.868, -5.043], [-4.238, -2.521, -5.297], [-3.683, -1.847, -4.181], [-3.282, -2.806, -3.282], [-3.400, -4.919, -3.366], [-4.462, -4.723, -5.629], [-4.650, -2.070, -6.188], [-3.587, -0.778, -4.050], [-2.816, -2.721, -2.315]],
  "forces_ev_per_angstrom": [[-1.366, 0.304, -2.021], [0.309, -0.479, 2.234], [1.692, -0.508, -0.467], [-0.648, -0.542, -0.323], [-1.865, 1.115, -0.110], [-0.694, 0.971, -1.027], [2.313, 0.077, -0.985], [0.311, 0.559, 0.396], [-0.464, -1.023, 1.226], [1.589, -5.130, 1.984], [-5.311, -1.558, 1.151], [4.767, 7.485, -1.723], [-0.932, -2.057, -1.251], [0.235, 2.769, 0.215], [-0.011, 1.970, 1.681], [-0.167, -1.814, 0.982], [0.432, -0.583, -1.835], [0.047, 0.192, 0.803], [1.691, 0.236, 1.331], [-0.395, -1.827, 0.986], [-1.091, -1.075, -0.633], [1.865, -1.089, 0.189], [-0.748, -1.029, -1.488], [-0.265, 1.679, -0.584], [-1.017, 1.602, -0.307], [0.016, 0.071, 0.062], [-0.077, 0.008, 0.020], [-0.228, 0.194, -0.060], [0.269, 0.061, 0.060], [0.000, -0.047, -0.004], [-0.042, -0.234, 0.047], [0.063, -0.107, -0.043], [0.106, 0.042, -0.015], [-0.022, 0.123, -0.065], [-0.130, -0.048, -0.028], [0.048, 0.066, 0.017], [-0.038, 0.056, 0.029], [0.181, 0.084, 0.204], [0.048, -0.011, -0.276], [-0.029, 0.101, -0.150], [-0.206, -0.119, 0.085], [-0.095, -0.051, -0.083], [0.105, -0.030, -0.084], [0.113, 0.006, 0.058], [-0.050, -0.095, 0.105], [-0.004, 0.123, -0.104], [-0.046, -0.005, -0.021], [-0.065, -0.231, -0.198], [0.177, -0.013, 0.254], [-0.067, -0.165, 0.030], [-0.047, 0.204, -0.110], [0.014, 0.132, 0.045], [0.043, -0.074, 0.101], [-0.043, -0.092, -0.010], [-0.272, -0.195, -0.292]],
  "lowdin_charge": [0.013, -0.127, -0.115, -0.108, -0.081, -0.152, -0.130, -0.088, -0.229, 0.144, -0.089, 0.114, 0.089, 0.075, 0.121, 0.161, 0.132, 0.193, 0.158, 0.158, 0.132, 0.163, 0.147, 0.136, 0.162, -0.002, -0.172, -0.112, -0.099, -0.125, 0.138, 0.074, 0.092, 0.099, 0.113, -0.004, -0.134, -0.103, -0.109, -0.170, 0.142, 0.109, 0.096, 0.095, 0.094, 0.008, -0.133, -0.112, -0.118, -0.152, 0.150, 0.110, 0.093, 0.084, 0.069]
}

---

{
  "formula": "C41H53CoN2O4P2",
  "method": "ωB97M-V/def2-TZVPD",
  "relative_energy_kj_mol": 0.0,
  "largest_force_ev_per_a": 0.37,
  "gap_ev": 7.26,
  "e_homo_ev": -6.99,
  "e_lumo_ev": 0.3,
  "symbols": ["Co", "C", "C", "C", "P", "C", "C", "C", "C", "C", "C", "C", "C", "C", "N", "C", "C", "C", "C", "C", "C", "P", "C", "C", "C", "C", "C", "C", "H", "H", "H", "H", "H", "H", "H", "H", "H", "H", "H", "H", "H", "H", "H", "H", "H", "H", "H", "H", "H", "H", "H", "H", "H", "H", "H", "H", "H", "H", "H", "H", "H", "H", "H", "H", "C", "C", "O", "O", "H", "H", "H", "C", "C", "C", "C", "C", "C", "N", "C", "C", "C", "C", "C", "C", "C", "O", "O", "C", "C", "H", "H", "H", "H", "H", "H", "H", "H", "H", "H", "H", "H", "H", "H"],
  "positions_angstrom": [[-0.318, 0.833, 1.549], [-4.822, 0.240, -0.287], [-3.347, -0.079, -0.047], [-2.620, -0.178, -1.389], [-2.510, 1.143, 1.062], [-3.776, 1.551, 2.327], [-4.040, 0.312, 3.187], [-3.442, 2.763, 3.190], [-2.265, 2.591, 0.012], [-3.211, 3.560, -0.290], [-2.902, 4.607, -1.145], [-1.624, 4.670, -1.689], [-0.667, 3.712, -1.397], [-0.972, 2.644, -0.544], [-0.059, 1.676, -0.156], [1.010, 1.275, -0.935], [1.067, 1.379, -2.332], [2.182, 0.936, -3.024], [3.268, 0.367, -2.370], [3.221, 0.243, -0.990], [2.116, 0.693, -0.279], [1.931, 0.719, 1.509], [2.834, 2.225, 2.076], [2.445, 3.431, 1.214], [4.350, 2.049, 2.088], [2.837, -0.685, 2.263], [2.381, -2.057, 1.777], [2.726, -0.587, 3.786], [-5.221, -0.467, -1.018], [-4.949, 1.243, -0.701], [-5.428, 0.154, 0.615], [-3.273, -1.038, 0.473], [-2.782, 0.728, -1.978], [-3.024, -1.023, -1.950], [-1.551, -0.329, -1.273], [-4.677, 1.791, 1.755], [-3.141, 0.032, 3.737], [-4.327, -0.555, 2.591], [-4.844, 0.522, 3.897], [-2.661, 2.531, 3.911], [-4.331, 3.046, 3.759], [-3.121, 3.622, 2.601], [-4.198, 3.502, 0.155], [-3.636, 5.367, -1.375], [-1.360, 5.492, -2.343], [0.328, 3.802, -1.809], [0.229, 1.801, -2.872], [2.196, 1.020, -4.105], [4.118, 0.000, -2.929], [4.052, -0.212, -0.461], [2.480, 2.403, 3.097], [2.856, 3.325, 0.207], [2.863, 4.339, 1.654], [1.368, 3.551, 1.141], [4.718, 1.772, 1.097], [4.684, 1.297, 2.803], [4.822, 2.997, 2.358], [3.885, -0.546, 1.973], [1.409, -2.315, 2.194], [3.099, -2.809, 2.111], [2.309, -2.110, 0.692], [1.688, -0.700, 4.099], [3.092, 0.367, 4.172], [3.317, -1.380, 4.250], [-0.194, 2.692, 4.924], [-0.315, 1.917, 3.649], [-0.293, 2.516, 2.528], [-0.412, 0.667, 3.636], [-0.478, 3.730, 4.767], [0.846, 2.657, 5.256], [-0.807, 2.233, 5.697], [1.711, -2.061, -6.104], [2.038, -2.479, -4.695], [3.273, -3.052, -4.415], [3.604, -3.454, -3.129], [2.699, -3.254, -2.102], [1.470, -2.661, -2.362], [0.578, -2.405, -1.282], [-0.285, -3.339, -0.771], [-0.436, -4.574, -1.428], [-1.306, -5.534, -0.955], [-2.063, -5.310, 0.190], [-1.921, -4.104, 0.846], [-1.053, -3.108, 0.397], [-1.028, -1.848, 1.210], [-1.722, -1.725, 2.208], [-0.292, -0.884, 0.727], [1.112, -2.296, -3.661], [-0.244, -1.706, -3.923], [2.579, -2.179, -6.751], [1.394, -1.017, -6.149], [0.899, -2.660, -6.522], [3.983, -3.193, -5.222], [4.564, -3.912, -2.931], [2.932, -3.552, -1.088], [0.647, -1.532, -0.780], [0.148, -4.765, -2.318], [-1.395, -6.471, -1.492], [-2.744, -6.063, 0.562], [-2.483, -3.889, 1.745], [-0.980, -2.115, -3.235], [-0.576, -1.901, -4.942], [-0.233, -0.622, -3.776]],
  "forces_ev_per_angstrom": [[-0.046, 0.263, 0.257], [-0.033, -0.018, -0.013], [0.001, -0.071, 0.006], [-0.038, -0.009, -0.028], [0.030, 0.036, -0.013], [-0.030, -0.022, -0.015], [-0.008, -0.005, -0.002], [0.019, 0.041, 0.021], [-0.035, -0.020, 0.042], [0.003, 0.012, 0.000], [-0.004, 0.002, -0.006], [0.004, -0.011, 0.008], [-0.029, 0.069, -0.027], [0.026, -0.025, 0.044], [-0.046, -0.256, -0.038], [0.023, 0.082, 0.047], [0.009, 0.012, -0.031], [0.008, -0.010, 0.011], [-0.006, -0.026, -0.021], [0.017, 0.036, 0.023], [0.028, -0.036, -0.003], [-0.100, -0.097, -0.017], [-0.035, 0.058, -0.044], [0.041, -0.011, 0.023], [0.050, 0.029, 0.010], [0.093, 0.031, 0.005], [0.009, -0.014, -0.005], [0.032, 0.038, 0.028], [0.003, 0.011, 0.009], [-0.002, 0.009, -0.008], [-0.001, -0.003, -0.016], [0.003, 0.058, -0.016], [0.012, 0.001, -0.002], [-0.006, -0.009, -0.017], [0.102, -0.018, 0.018], [0.014, -0.012, 0.016], [0.001, 0.000, -0.004], [-0.003, 0.007, 0.008], [0.011, 0.003, 0.001], [-0.031, -0.011, 0.000], [0.006, 0.013, -0.009], [0.015, -0.004, 0.006], [0.004, 0.008, -0.008], [0.001, -0.006, 0.004], [0.001, -0.002, 0.002], [0.002, 0.027, 0.009], [0.009, -0.041, -0.010], [-0.008, -0.010, -0.005], [0.000, -0.015, 0.002], [-0.002, -0.014, -0.008], [-0.003, -0.002, 0.005], [-0.010, -0.002, 0.006], [0.011, -0.014, -0.012], [-0.040, 0.005, 0.004], [-0.007, 0.009, 0.003], [0.009, 0.022, -0.009], [0.003, -0.013, -0.003], [-0.053, -0.012, -0.017], [-0.039, 0.003, 0.003], [-0.011, -0.002, 0.010], [0.007, -0.011, -0.028], [-0.021, -0.012, 0.004], [0.005, -0.024, 0.005], [-0.011, -0.005, -0.001], [0.001, -0.018, 0.030], [-0.005, -0.011, 0.090], [0.042, 0.076, -0.106], [-0.006, -0.209, -0.309], [-0.001, -0.005, -0.004], [-0.003, 0.000, -0.004], [0.003, 0.002, 0.006], [0.006, 0.001, -0.004], [0.011, 0.005, -0.024], [-0.003, -0.002, 0.003], [0.010, 0.029, -0.008], [0.001, 0.023, 0.007], [-0.014, -0.024, -0.004], [0.029, -0.029, -0.019], [-0.014, -0.009, 0.028], [0.004, 0.002, 0.004], [-0.018, -0.010, 0.008], [0.002, -0.002, -0.009], [0.020, -0.015, -0.010], [0.085, -0.034, 0.049], [-0.189, 0.091, -0.269], [0.025, -0.011, 0.172], [0.171, 0.068, 0.123], [0.000, 0.005, 0.028], [-0.034, 0.028, -0.038], [0.001, -0.001, -0.002], [0.001, -0.002, 0.001], [0.004, 0.005, 0.004], [0.002, 0.000, 0.003], [-0.003, -0.001, -0.001], [0.000, -0.002, 0.016], [-0.042, 0.061, 0.001], [-0.006, -0.001, -0.002], [0.000, 0.000, 0.002], [0.001, 0.000, -0.001], [-0.007, 0.000, 0.004], [-0.028, -0.002, 0.026], [0.003, -0.002, 0.016], [-0.006, -0.016, -0.012]],
  "lowdin_charge": [0.352, -0.100, -0.478, -0.096, 1.150, -0.506, -0.099, -0.087, -0.277, -0.089, -0.095, -0.079, -0.029, -0.282, -0.044, -0.288, -0.035, -0.077, -0.090, -0.081, -0.286, 1.138, -0.493, -0.097, -0.103, -0.504, -0.085, -0.100, 0.085, 0.075, 0.066, 0.096, 0.087, 0.086, 0.051, 0.092, 0.073, 0.069, 0.084, 0.055, 0.086, 0.076, 0.104, 0.098, 0.104, 0.109, 0.110, 0.108, 0.103, 0.109, 0.100, 0.084, 0.084, 0.056, 0.078, 0.064, 0.083, 0.098, 0.081, 0.089, 0.047, 0.074, 0.065, 0.086, 0.021, -0.697, -0.074, -0.016, 0.091, 0.088, 0.092, -0.050, -0.230, -0.053, -0.078, -0.026, -0.227, 0.097, -0.184, -0.020, -0.088, -0.098, -0.030, -0.065, -0.584, 0.031, -0.170, -0.168, -0.014, 0.074, 0.079, 0.083, 0.106, 0.101, 0.111, 0.097, 0.111, 0.102, 0.095, 0.115, 0.070, 0.075, 0.074]
}

---

Table of E (eV), in record order: -30284.601; -14758.954; -32725.293; -110757.005